DFT (the ωB97M-V functional and the def2-TZVPD basis) results for a structure of composition C26H19Br2FIrN4O at a distorted geometry.

Cartesian coordinates (Å):
Ir -0.12265 -0.00203 -0.43467
N -3.30175 0.13717 0.31344
C -2.85881 -1.01335 -0.42019
C -3.90768 -1.89707 -0.81980
C -3.65571 -3.24423 -0.74205
C -2.30856 -3.72924 -0.74736
C -1.35178 -2.74251 -0.69818
N -1.58823 -1.40876 -0.43447
C -2.72225 1.38205 0.29530
C -3.64966 2.46259 0.68128
C -3.12696 3.71606 0.78178
C -1.76152 3.86831 0.55828
C -0.91895 2.82959 0.12032
N -1.42520 1.50917 0.05027
H -4.33431 0.26292 0.43020
H -4.94851 -1.58672 -1.02539
H -4.45998 -3.91679 -0.56800
H -2.02225 -4.75519 -0.86557
H -0.27502 -2.89985 -0.86173
H -4.68607 2.14855 0.95423
H -3.83083 4.51692 1.03832
H -1.36434 4.86690 0.39245
H 0.16583 3.00570 -0.02683
Br 4.08744 2.75857 0.11231
C 3.08455 1.86178 1.51430
C 3.58406 1.66259 2.80241
C 2.90334 0.95500 3.81322
Br 3.75438 0.83868 5.45146
C 1.70012 0.35330 3.53827
C 0.78404 -0.35871 4.37441
C -0.36147 -0.96400 3.91295
C -0.71496 -0.74981 2.55000
N -0.04350 0.10930 1.72960
C 1.22632 0.42855 2.17207
C 1.98128 1.07183 1.16774
O 1.38414 1.21457 0.00777
H 4.54542 2.09968 3.12919
H 1.09314 -0.48717 5.44707
H -0.96156 -1.49132 4.64020
H -1.55747 -1.15750 2.10569
F 4.92690 -1.63548 -4.82129
C 3.92775 -1.44784 -3.92511
C 3.95784 -0.32124 -3.11593
C 2.63776 0.13829 -2.65385
C 1.48042 -0.53762 -2.91004
C 0.24133 0.04666 -2.46342
C 1.51946 -1.78322 -3.56877
C 2.75214 -2.23555 -4.11828
H 4.89586 0.19521 -2.88833
H 2.55115 1.00953 -1.99053
H -0.57288 -0.49855 -2.87758
H 0.10587 1.04037 -2.96407
H 0.62496 -2.40696 -3.62505
H 2.91735 -3.21916 -4.51804

Results
* Kohn-Sham gap (alpha / beta): 5.0 / 5.3 eV
* charge: +1
* DFT total energy: -6648.26069 Eh
* spin multiplicity: 5
* E_HOMO (alpha / beta): -8.41 / -10.69 eV


DFT (the ωB97M-V functional and the def2-TZVPD basis) results for a structure of composition C26H19BrN7O5SZr.

Cartesian coordinates (Å):
Zr -0.00941 0.45345 0.37932
Br 0.32281 -5.63805 0.00821
C 0.52443 -5.26205 1.85945
C 1.75329 -4.81936 2.32708
C 1.88598 -4.48924 3.66586
C 0.79353 -4.60293 4.51892
C -0.39969 -5.13865 4.05940
C -0.54631 -5.45193 2.71571
N 0.87417 -4.19679 5.90062
N 1.10029 -3.00909 6.16150
C 1.19378 -2.09226 5.05653
C 2.40199 -1.55267 4.72093
C 2.57588 -0.82704 3.52090
C 1.51747 -0.66174 2.67439
O 1.57333 -0.06717 1.46585
C 0.22939 -1.08374 3.08925
N -0.79861 -0.76927 2.24713
C -2.02714 -1.07966 2.60906
C -2.31671 -1.73385 3.81350
C -1.29031 -2.09218 4.64671
C 0.03755 -1.77682 4.29175
H 2.59834 -4.73640 1.65751
H 2.83562 -4.13548 4.04453
H -1.22104 -5.28501 4.74939
H -1.48114 -5.84738 2.34319
H 3.25799 -1.75288 5.35275
H 3.55007 -0.44792 3.24403
H -2.82163 -0.79372 1.93036
H -3.34507 -1.94408 4.06916
H -1.49156 -2.59700 5.58322
C -4.01740 -0.88523 -1.98738
O -2.97455 -1.86081 -1.72698
C -1.96655 -1.46703 -1.01199
O -1.90386 -0.35759 -0.44449
N -1.00010 -2.38588 -0.86477
N 0.18012 -1.95423 -0.24961
H -4.74374 -1.41160 -2.59420
H -3.59568 -0.04328 -2.52944
H -4.45820 -0.55471 -1.05101
H -0.98705 -3.20186 -1.46096
H 0.94827 -1.98444 -0.91683
H 0.39407 -2.56911 0.53376
O 1.40388 1.97731 -0.51293
C 1.25744 1.52344 -1.67153
N 0.48366 0.42221 -1.79483
C 0.38030 0.07546 -3.14684
O -0.25415 -0.86058 -3.56378
C 1.20348 1.07997 -3.90316
C 1.44643 1.20946 -5.25057
C 2.26216 2.26873 -5.65150
C 2.80397 3.15827 -4.72967
C 2.55191 3.02553 -3.36561
C 1.74908 1.97306 -2.98211
H 1.02010 0.51974 -5.96638
H 2.47750 2.40406 -6.70288
H 3.42937 3.96803 -5.07975
H 2.96246 3.71528 -2.64073
S -1.56682 2.23795 1.29262
C -0.33251 3.37220 1.53028
N 0.50743 4.14493 1.69622

Results
* Kohn-Sham gap: 7.5 eV
* charge: +1
* relative energy (zero: lowest compared OMol25 entry of this formula, charge and spin): 11.42 kcal per mole
* DFT total energy: -4780.92220 Eh
* E_HOMO: -11.10 eV


DFT (the ωB97M-V functional and the def2-TZVPD basis) results for a structure of composition C26H19BrNO2S4Ti.

Cartesian coordinates (Å):
Ti -0.17972 0.80270 0.22863
S -0.34869 2.98812 1.24158
C -0.18750 2.53456 2.94226
C -0.74178 3.37485 3.91520
C -0.65449 3.07925 5.26279
C 0.00148 1.93313 5.69953
C 0.57399 1.09289 4.76228
C 0.46242 1.38536 3.40815
S 1.24227 0.31619 2.21884
C 0.44522 -1.30485 2.51025
C 0.25089 -2.07511 1.22672
C 0.25211 -3.46234 1.22233
C -0.03849 -4.12355 0.04168
C -0.30906 -3.40066 -1.10871
C -0.27085 -2.01782 -1.04514
C -0.53000 -1.14930 -2.24606
S -1.65371 0.22788 -1.85933
C -2.99163 -0.74794 -1.20151
C -3.75471 -1.49149 -2.09634
C -4.75507 -2.32660 -1.63332
C -4.99045 -2.39952 -0.26413
C -4.24741 -1.64161 0.62143
C -3.22958 -0.78700 0.17773
S -2.39477 0.24810 1.32101
N -0.00101 -1.39194 0.10564
H -1.25948 4.26715 3.58892
H -1.10468 3.75241 5.98124
H 0.07584 1.70529 6.75405
H 1.11406 0.20808 5.07728
H -0.53798 -1.11348 2.94659
H 1.04513 -1.89402 3.20207
H 0.46117 -4.00556 2.13327
H -0.06015 -5.20546 0.01939
H -0.54970 -3.89275 -2.04051
H -0.94453 -1.74398 -3.05810
H 0.40222 -0.69042 -2.57875
H -3.55805 -1.40769 -3.15884
H -5.34852 -2.90586 -2.32761
H -5.77061 -3.04650 0.11690
H -4.45133 -1.69312 1.68306
Br 3.20963 -0.97310 -2.68918
C 3.44764 0.84077 -3.21522
C 4.05937 1.07132 -4.43812
C 4.31500 2.37281 -4.83765
C 3.98283 3.43249 -4.00431
C 3.38588 3.18332 -2.78110
C 3.08999 1.88335 -2.37631
C 2.41533 1.71339 -1.04111
O 2.92010 2.14673 -0.03190
O 1.25507 1.09788 -1.10421
H 4.33857 0.23525 -5.06394
H 4.78602 2.55378 -5.79478
H 4.19452 4.45018 -4.30366
H 3.13720 3.99443 -2.10898

Results
* Kohn-Sham gap (alpha / beta): 7.0 / 7.0 eV
* relative energy (zero: lowest compared OMol25 entry of this formula, charge and spin): 0.00 kcal per mole
* DFT total energy: -6223.82059 Eh
* spin multiplicity: 2
* E_HOMO (alpha / beta): -7.36 / -7.35 eV


DFT (the ωB97M-V functional and the def2-TZVPD basis) results for a structure of composition C26H19Cl2IrN5O2S at a distorted geometry.

Cartesian coordinates (Å):
Ir -1.87426 1.90863 -0.07698
C -0.99445 1.37445 -5.46504
C -1.79192 0.25341 -5.25970
C -2.34364 -0.00197 -4.02321
C -2.07484 0.87501 -2.95537
C -1.26767 2.00475 -3.17349
C -0.75290 2.26378 -4.42150
N -2.51948 0.64106 -1.68808
N -3.48845 -0.13144 -1.42252
C -3.85894 -0.30981 -0.14415
C -4.66783 -1.38934 0.24060
C -5.01987 -1.51243 1.56760
C -4.60209 -0.54914 2.48614
C -3.84088 0.51504 2.03490
N -3.46118 0.62111 0.76850
H -0.55380 1.55683 -6.43143
H -1.97917 -0.42485 -6.07770
H -2.95952 -0.86860 -3.84115
H -1.07758 2.68495 -2.34614
H -0.16166 3.15130 -4.58820
H -4.96212 -2.10360 -0.51115
H -5.61798 -2.34853 1.89399
H -4.87587 -0.61258 3.52685
H -3.53980 1.31027 2.70445
S -2.50455 4.18896 -0.34966
C -2.44604 4.30477 1.31051
N -2.41126 4.45220 2.45188
Cl 2.29751 -1.36696 -0.86473
C 1.95678 -2.38115 0.48114
C 1.06997 -3.43157 0.31984
C 0.81168 -4.31172 1.36278
C 1.45888 -4.16821 2.58189
C 2.37611 -3.14997 2.75264
Cl 3.18172 -2.95481 4.25989
C 2.66047 -2.22914 1.70614
N 3.68065 -1.34499 1.88775
C 3.91496 -0.15305 1.23857
C 5.21934 0.10035 0.76996
C 5.49662 1.23579 0.04555
C 4.48199 2.16396 -0.18959
C 3.22474 1.97816 0.36843
C 2.91548 0.84421 1.10152
C 1.62699 0.79648 1.86952
C 0.40781 1.18494 1.06186
O -0.55427 1.73351 1.66430
O 0.30612 0.96636 -0.16488
H 0.59719 -3.57234 -0.64022
H 0.11253 -5.12030 1.21996
H 1.26308 -4.85202 3.39162
H 4.40701 -1.67720 2.52197
H 5.98106 -0.65061 0.91926
H 6.48869 1.39907 -0.34870
H 4.68363 3.03916 -0.78635
H 2.47419 2.74661 0.25311
H 1.68027 1.50710 2.70304
H 1.42656 -0.18591 2.30380

Results
* Kohn-Sham gap (alpha / beta): 6.8 / 5.6 eV
* charge: +2
* DFT total energy: -2848.66321 Eh
* spin multiplicity: 6
* E_HOMO (alpha / beta): -14.10 / -14.42 eV


DFT total energy of number 2 (C26H19BrN7O5SZr)? -4780.92220 Eh


Among the records above, which one has the lowest DFT total energy? C26H19Br2FIrN4O


What is the formula in the fourth record? C26H19Cl2IrN5O2S


Copy entry 2 word for word.
DFT (the ωB97M-V functional and the def2-TZVPD basis) results for a structure of composition C26H19BrN7O5SZr.

Cartesian coordinates (Å):
Zr -0.00941 0.45345 0.37932
Br 0.32281 -5.63805 0.00821
C 0.52443 -5.26205 1.85945
C 1.75329 -4.81936 2.32708
C 1.88598 -4.48924 3.66586
C 0.79353 -4.60293 4.51892
C -0.39969 -5.13865 4.05940
C -0.54631 -5.45193 2.71571
N 0.87417 -4.19679 5.90062
N 1.10029 -3.00909 6.16150
C 1.19378 -2.09226 5.05653
C 2.40199 -1.55267 4.72093
C 2.57588 -0.82704 3.52090
C 1.51747 -0.66174 2.67439
O 1.57333 -0.06717 1.46585
C 0.22939 -1.08374 3.08925
N -0.79861 -0.76927 2.24713
C -2.02714 -1.07966 2.60906
C -2.31671 -1.73385 3.81350
C -1.29031 -2.09218 4.64671
C 0.03755 -1.77682 4.29175
H 2.59834 -4.73640 1.65751
H 2.83562 -4.13548 4.04453
H -1.22104 -5.28501 4.74939
H -1.48114 -5.84738 2.34319
H 3.25799 -1.75288 5.35275
H 3.55007 -0.44792 3.24403
H -2.82163 -0.79372 1.93036
H -3.34507 -1.94408 4.06916
H -1.49156 -2.59700 5.58322
C -4.01740 -0.88523 -1.98738
O -2.97455 -1.86081 -1.72698
C -1.96655 -1.46703 -1.01199
O -1.90386 -0.35759 -0.44449
N -1.00010 -2.38588 -0.86477
N 0.18012 -1.95423 -0.24961
H -4.74374 -1.41160 -2.59420
H -3.59568 -0.04328 -2.52944
H -4.45820 -0.55471 -1.05101
H -0.98705 -3.20186 -1.46096
H 0.94827 -1.98444 -0.91683
H 0.39407 -2.56911 0.53376
O 1.40388 1.97731 -0.51293
C 1.25744 1.52344 -1.67153
N 0.48366 0.42221 -1.79483
C 0.38030 0.07546 -3.14684
O -0.25415 -0.86058 -3.56378
C 1.20348 1.07997 -3.90316
C 1.44643 1.20946 -5.25057
C 2.26216 2.26873 -5.65150
C 2.80397 3.15827 -4.72967
C 2.55191 3.02553 -3.36561
C 1.74908 1.97306 -2.98211
H 1.02010 0.51974 -5.96638
H 2.47750 2.40406 -6.70288
H 3.42937 3.96803 -5.07975
H 2.96246 3.71528 -2.64073
S -1.56682 2.23795 1.29262
C -0.33251 3.37220 1.53028
N 0.50743 4.14493 1.69622

Results
* Kohn-Sham gap: 7.5 eV
* charge: +1
* relative energy (zero: lowest compared OMol25 entry of this formula, charge and spin): 11.42 kcal per mole
* DFT total energy: -4780.92220 Eh
* E_HOMO: -11.10 eV